Entry 1:
Below is a 2-piece molecular cluster, C7H15NO3 overall, with properties calculated with ωB97M-V/def2-TZVPD.

Computed properties:
**Charge**: 0
**Orbital gap**: 0.377 Eh
**ΔE to the lowest compared entry with this formula, charge and spin**: 107.66 kJ/mol
**Lowest unoccupied orbital energy**: 0.348 eV
**HOMO level**: -9.9 eV
**SMILES string**: CCC[C@H]1CO1.NCC(=O)O

Last column: Löwdin charge in e.
CARTESIAN COORDINATES (ANGSTROEM)
C: 0.09309 -1.77502 -3.89264  -0.110
C: -0.58396 -1.55242 -2.54651  -0.266
C: -0.27251 -2.61938 -1.50432  -0.163
C: 1.12252 -2.31859 -1.01005  -0.314
C: 1.33943 -1.41279 0.11518  -0.144
O: 1.55202 -2.80189 0.28320  -0.042
H: -0.15596 -0.99780 -4.62358  0.071
H: -0.18309 -2.74947 -4.30176  0.075
H: 1.18225 -1.74398 -3.78777  0.065
H: -0.25600 -0.60102 -2.11484  0.101
H: -1.66297 -1.45514 -2.69960  0.106
H: -0.31342 -3.64392 -1.91440  0.122
H: -0.94841 -2.59381 -0.64331  0.122
H: 1.92287 -2.40235 -1.76625  0.143
H: 2.24184 -0.73019 0.08592  0.130
H: 0.47628 -1.02210 0.64497  0.099
N: -0.39545 4.05620 2.89276  0.005
C: -0.69136 3.44714 1.60876  -0.206
C: -0.66850 1.91384 1.60606  -0.528
O: -0.42723 1.23502 2.55335  0.127
O: -0.92708 1.36458 0.40490  0.097
H: -1.02209 3.64597 3.57859  0.074
H: 0.53251 3.75842 3.19474  0.080
H: -1.65519 3.79774 1.25798  0.119
H: 0.06260 3.80933 0.90382  0.126
H: -1.06700 2.05667 -0.25438  0.111

---

Entry 2:
Below is one molecule with the formula C5H7P, with properties calculated with ωB97M-V/def2-TZVPD.

Computed properties:
**Charge**: 0
**Orbital gap**: 0.331 Eh
**ΔE to the lowest compared entry with this formula, charge and spin**: 61.17 kJ/mol
**Lowest unoccupied orbital energy**: 0.382 eV
**HOMO level**: -8.6 eV
**SMILES string**: CC1=CCC=P1

Last column: Löwdin charge in e.
CARTESIAN COORDINATES (ANGSTROEM)
C: -1.47046 1.72760 -0.00715  -0.093
C: -0.36250 0.65854 0.19139  -0.433
C: -0.49179 -0.67258 0.05563  -0.155
C: 0.79479 -1.47586 -0.04443  -0.317
C: 1.91697 -0.53607 0.12773  -0.472
P: 1.50770 1.08613 -0.08736  0.937
H: -2.38446 1.16283 0.15894  0.070
H: -1.43371 2.09931 -0.96363  0.038
H: -1.29641 2.37374 0.81937  0.054
H: -1.37409 -1.12698 0.00640  0.054
H: 0.89769 -2.36246 0.63743  0.122
H: 0.72107 -1.91531 -1.04217  0.118
H: 2.97520 -1.01888 0.14786  0.077

---

Entry 3:
Below is one molecule with the formula C4H6N2, with properties calculated with ωB97M-V/def2-TZVPD.

Computed properties:
**Charge**: 0
**Orbital gap**: 0.339 Eh
**ΔE to the lowest compared entry with this formula, charge and spin**: 479.62 kJ/mol
**Lowest unoccupied orbital energy**: 0.626 eV
**HOMO level**: -8.6 eV

Last column: Löwdin charge in e.
CARTESIAN COORDINATES (ANGSTROEM)
N: -0.52512 -1.24708 -3.02574  0.158
C: -0.56273 -1.10071 -1.87887  -0.197
C: -0.40965 -0.94715 -0.43084  -0.399
C: 1.04586 -0.87467 -0.13649  0.046
C: 0.14340 1.16673 1.12427  -0.075
N: -0.13264 0.45974 -0.12004  -0.100
H: -1.18753 -1.43553 0.15430  0.140
H: 0.33909 0.43116 1.89613  0.079
H: 1.09093 -1.10005 0.95556  0.021
H: 1.06522 1.72419 0.92923  0.099
H: -0.63533 1.85429 1.45598  0.083
H: -0.23151 1.06906 -0.92350  0.147

---

Entry 4:
Below is a 2-piece molecular cluster, C13H24BIN3O5S overall, with properties calculated with ωB97M-V/def2-TZVPD.

Computed properties:
**Charge**: +1
**Orbital gap**: 0.246 Eh
**Lowest unoccupied orbital energy**: -4.630 eV
**HOMO level**: -11.3 eV

Last column: Löwdin charge in e.
CARTESIAN COORDINATES (ANGSTROEM)
C: -1.28584 1.98876 -2.79494  -0.038
O: -1.30374 0.52918 -2.89603  -0.028
B: -1.56847 -0.03279 -1.63883  -0.773
O: -2.81586 0.15796 -1.07316  0.159
C: -0.36180 -0.89031 -0.98680  -0.124
C: 0.54486 -0.29893 0.01404  -0.370
S: 0.33737 1.43275 0.54040  0.888
C: 1.61972 -1.15778 0.54606  -0.086
C: 2.61056 -0.66717 1.61436  -0.102
C: 1.82721 -0.71107 3.02145  -0.225
O: 1.22896 0.52543 3.37609  -0.109
C: 1.66165 -2.53621 -0.03439  -0.155
C: 2.79422 -3.51883 0.42304  -0.091
C: 4.16053 -2.90609 -0.11554  -0.163
C: 4.92871 -3.84742 -1.11081  -0.251
O: 4.85496 -5.23355 -0.76531  -0.071
N: 0.80117 -3.00377 -0.94150  0.077
N: -0.13386 -2.17816 -1.32959  -0.463
I: -1.48505 -2.97322 -2.70787  1.157
H: -1.46467 2.31764 -1.73852  0.056
H: -2.11918 2.36034 -3.44646  0.114
H: -0.29081 2.33426 -3.16239  0.109
H: -2.80225 -0.04836 -0.12116  0.131
H: 1.50298 2.03175 0.10384  -0.059
H: 2.94525 0.38630 1.46140  0.120
H: 3.49918 -1.31736 1.75393  0.098
H: 2.51709 -1.01725 3.84761  0.129
H: 1.00117 -1.46817 2.98242  0.134
H: 1.88311 1.24009 3.42042  0.098
H: 2.77880 -3.62708 1.53216  0.128
H: 2.57537 -4.51083 -0.03295  0.116
H: 3.93663 -1.94920 -0.66324  0.116
H: 4.81303 -2.59039 0.74097  0.111
H: 4.60291 -3.61908 -2.15766  0.125
H: 6.01055 -3.54033 -1.06625  0.125
H: 4.47327 -5.66131 -1.55076  0.098
C: -3.66805 4.08188 1.57465  -0.345
O: -2.45566 3.96694 1.60659  -0.002
N: -4.45315 3.71300 0.53683  -0.197
C: -5.89489 3.87352 0.55844  -0.051
C: -3.82264 3.13752 -0.63447  -0.047
H: -4.23520 4.50816 2.41769  0.136
H: -6.36813 2.89600 0.44127  0.090
H: -6.19743 4.52278 -0.26595  0.092
H: -6.22138 4.31651 1.49832  0.087
H: -3.28246 2.24038 -0.34308  0.059
H: -3.11044 3.85607 -1.04699  0.096
H: -4.56832 2.88745 -1.38731  0.101

---

Entry 5:
Below is a 5-piece molecular cluster, C22H35FO16 overall, with properties calculated with ωB97M-V/def2-TZVPD.

Computed properties:
**Charge**: 0
**Orbital gap**: 0.346 Eh
**Lowest unoccupied orbital energy**: -1.232 eV
**HOMO level**: -10.6 eV
**SMILES string**: O=C(F)CC1=CC(=O)OC1=O.CCOC(=O)OC.CCOC(=O)OC.CCOC(=O)OC.CCOC(=O)OC

Last column: Löwdin charge in e.
CARTESIAN COORDINATES (ANGSTROEM)
O: -0.66567 3.22593 -2.85501  0.203
C: -1.18874 2.92692 -1.84950  -0.451
F: -1.88364 3.82710 -1.12277  0.101
C: -1.18516 1.58160 -1.16497  -0.011
C: -1.09472 0.47599 -2.16582  -0.100
C: -2.04418 -0.18152 -2.82492  0.125
C: -1.40018 -1.16069 -3.74170  -0.414
O: -1.87684 -1.93667 -4.49356  0.191
O: -0.02264 -1.03376 -3.58644  0.128
C: 0.22293 -0.07196 -2.62851  -0.389
O: 1.31830 0.20551 -2.27501  0.193
H: -2.07944 1.47552 -0.54499  0.132
H: -0.30186 1.57039 -0.51375  0.149
H: -3.12019 -0.06493 -2.76286  0.145
C: 3.35072 -0.23053 -6.03455  -0.054
C: 2.96126 -1.47217 -5.26464  -0.201
O: 3.36133 -2.67435 -5.95346  0.046
C: 4.64713 -2.99087 -5.85535  -0.611
O: 5.47869 -2.41354 -5.19708  0.106
O: 4.87385 -4.07285 -6.60191  0.007
C: 6.22518 -4.54244 -6.57359  -0.035
H: 2.93366 -0.26144 -7.04180  0.083
H: 2.96045 0.65068 -5.52400  0.080
H: 4.43359 -0.13519 -6.10519  0.077
H: 1.88120 -1.55754 -5.18041  0.110
H: 3.38761 -1.47089 -4.26214  0.110
H: 6.54665 -4.72673 -5.55034  0.093
H: 6.89004 -3.81528 -7.03712  0.097
H: 6.22267 -5.46733 -7.14200  0.093
C: -5.26582 5.53561 0.62133  -0.061
C: -4.46513 4.89152 1.72969  -0.196
O: -5.20770 3.84658 2.39485  0.026
C: -5.27984 2.68946 1.74430  -0.608
O: -4.77476 2.44089 0.67703  0.111
O: -5.99840 1.84085 2.48002  -0.007
C: -6.22442 0.56076 1.87875  -0.028
H: -6.21391 5.91265 1.00608  0.083
H: -4.70437 6.37336 0.20697  0.083
H: -5.46638 4.82686 -0.18030  0.075
H: -4.24920 5.60315 2.52385  0.126
H: -3.52606 4.47895 1.36216  0.117
H: -5.28234 0.10356 1.58404  0.094
H: -6.87090 0.66104 1.00851  0.099
H: -6.71149 -0.03674 2.64303  0.095
C: 5.03587 -3.02675 -1.82934  -0.052
C: 6.54316 -2.97116 -1.75385  -0.198
O: 7.02745 -3.24174 -0.42110  0.037
C: 7.06107 -4.52508 -0.07670  -0.613
O: 6.80593 -5.46517 -0.78732  0.117
O: 7.52362 -4.61014 1.17449  0.000
C: 7.65336 -5.94661 1.66652  -0.042
H: 4.59042 -2.34010 -1.10813  0.084
H: 4.72744 -2.73367 -2.83236  0.050
H: 4.66971 -4.03319 -1.62871  0.081
H: 6.90873 -1.97052 -1.97362  0.126
H: 7.00500 -3.67049 -2.44931  0.120
H: 8.26954 -6.54506 0.99850  0.095
H: 6.67385 -6.41196 1.76632  0.097
H: 8.12681 -5.85387 2.63925  0.092
C: -6.91678 2.60551 6.51126  -0.057
C: -5.67931 2.88378 5.68781  -0.209
O: -4.60986 3.42039 6.49291  0.041
C: -3.94487 2.53031 7.22451  -0.612
O: -4.09993 1.33461 7.21069  0.119
O: -2.99983 3.17695 7.91153  0.002
C: -2.17515 2.33394 8.72181  -0.040
H: -7.23307 3.50628 7.03862  0.082
H: -7.72686 2.28681 5.85432  0.080
H: -6.73411 1.81848 7.24165  0.076
H: -5.87008 3.65187 4.94285  0.112
H: -5.32885 1.99164 5.17176  0.115
H: -1.72709 1.54352 8.12317  0.095
H: -2.76020 1.88998 9.52571  0.097
H: -1.40725 2.98394 9.12983  0.093

---

Entry 6:
Below is one molecule with the formula C3H7N3O4, with properties calculated with ωB97M-V/def2-TZVPD.

Computed properties:
**Charge**: 0
**Orbital gap**: 0.373 Eh
**ΔE to the lowest compared entry with this formula, charge and spin**: 524.00 kJ/mol
**Lowest unoccupied orbital energy**: 0.431 eV
**HOMO level**: -9.7 eV
**SMILES string**: N[C@H](CN(O)N=O)C(=O)O

Last column: Löwdin charge in e.
CARTESIAN COORDINATES (ANGSTROEM)
N: 2.25606 1.54449 0.20846  -0.072
C: 1.03294 0.85624 -0.41450  -0.255
C: -0.16976 1.04024 0.60039  -0.124
N: -1.27667 0.14041 0.56052  -0.222
O: -1.22236 -0.93432 1.49864  -0.026
N: -2.18641 -0.09040 -0.32530  -0.029
O: -2.25038 0.84066 -1.11285  -0.046
C: 1.25350 -0.74580 -0.45993  -0.448
O: 1.88698 -1.37997 0.38517  0.083
O: 0.39533 -1.31380 -1.33284  0.133
H: 3.28358 1.38157 -0.33827  0.150
H: 2.51274 1.16117 1.28646  0.140
H: 0.83852 1.60108 -1.37333  0.191
H: 0.37580 0.81722 1.49023  0.101
H: -0.56314 2.11865 0.66777  0.158
H: -1.74108 -0.66176 2.38008  0.178
H: 0.56610 -2.18393 -1.07962  0.088